# C27H58Br2ClFN2O14P4

A cluster of 3 separate species, C27H58Br2ClFN2O14P4 in total at a distorted geometry (wB97M-V/def2-TZVPD, the OMol25 dataset).

Calculated values
multiplicity = 1
HOMO-LUMO gap = 7.83 eV
SMILES string = CC(=O)OC(=O)C[C@](O)(F)O[C@H](COCOCCO)[C@](O[C@@H](PP(=O)(O)O)[PH2]=O)([C@H](Br)[C@H](C)Br)P(O)Cl.CCN(CC)CC.CCN(CC)CC

Cartesian coordinates (Å):
C (-2.16316, -2.02388, 4.12841)
C (-2.82025, -0.68467, 4.49617)
O (-2.31837, 0.02637, 5.25088)
O (-4.01726, -0.41412, 3.82431)
C (-4.02881, 0.86075, 3.21599)
O (-4.29195, 1.77677, 3.84832)
C (-3.73821, 0.98033, 1.71669)
C (-2.18323, 1.04182, 1.53763)
O (-1.64639, -0.19621, 1.81569)
F (-1.77680, 1.83041, 2.59656)
O (-1.69843, 1.69426, 0.43879)
C (-1.55319, 1.04490, -0.80796)
C (-2.55586, -0.05478, -1.14656)
O (-3.81424, 0.62177, -1.37248)
C (-4.76142, -0.30278, -1.79400)
O (-5.24732, -1.04805, -0.70297)
C (-5.12222, -2.46114, -0.85949)
C (-5.14548, -3.10894, 0.56157)
O (-5.32848, -2.14987, 1.59710)
C (0.01342, 0.69409, -1.12346)
O (0.61795, 1.13023, 0.08707)
C (1.88702, 0.75396, 0.51197)
P (2.41209, 2.18524, 1.67605)
P (4.49162, 1.98304, 2.22702)
O (5.16161, 3.26945, 2.14968)
O (4.50157, 1.56274, 3.80676)
O (5.29530, 0.80652, 1.42946)
P (2.03126, -0.75644, 1.64103)
O (1.08455, -0.75527, 2.77142)
C (0.29254, 1.57504, -2.40789)
Br (-0.81320, 0.97700, -3.94238)
C (1.69749, 1.77273, -3.01266)
C (2.38730, 0.58004, -3.71332)
Br (2.94120, 2.84785, -1.91737)
P (0.22172, -1.14254, -1.62020)
O (1.81707, -1.57275, -1.55993)
Cl (-0.52741, -2.37821, -0.06997)
H (-2.51934, -2.29030, 3.11853)
H (-2.48265, -2.80869, 4.82100)
H (-1.07793, -1.92611, 4.06056)
H (-4.17716, 0.13767, 1.16806)
H (-4.17016, 1.93532, 1.41289)
H (-2.37339, -0.83192, 1.83232)
H (-1.88479, 1.83923, -1.49221)
H (-2.36469, -0.58075, -2.09301)
H (-2.74032, -0.79978, -0.36750)
H (-5.60638, 0.25871, -2.21787)
H (-4.38605, -0.95001, -2.60941)
H (-5.97891, -2.80602, -1.45647)
H (-4.16389, -2.70055, -1.34380)
H (-5.91172, -3.89552, 0.60711)
H (-4.17012, -3.59644, 0.71636)
H (-4.68597, -2.35657, 2.28534)
H (2.72562, 0.69674, -0.20613)
H (2.25346, 3.34983, 0.88720)
H (4.32112, 0.60750, 3.86127)
H (6.11940, 0.66467, 1.92887)
H (3.33192, -0.60013, 2.20547)
H (2.07871, -1.96461, 0.91444)
H (-0.04319, 2.58759, -2.15445)
H (1.52155, 2.47165, -3.83669)
H (2.69948, 0.85886, -4.72666)
H (1.73119, -0.28678, -3.84609)
H (3.31189, 0.27146, -3.20628)
H (2.45090, -0.84421, -1.49960)
C (-0.49471, 0.78576, -7.37055)
C (-0.83640, 0.23985, -8.74918)
N (-2.18616, -0.28462, -8.85091)
C (-2.42069, -1.02176, -10.08438)
C (-2.35415, -0.25026, -11.40780)
C (-3.25050, 0.62454, -8.45577)
C (-3.36971, 1.95875, -9.20230)
H (-0.63037, 0.02329, -6.60249)
H (0.55034, 1.10206, -7.34938)
H (-1.09970, 1.65670, -7.11212)
H (-0.13501, -0.57275, -8.96057)
H (-0.63898, 1.02374, -9.49576)
H (-3.39072, -1.52269, -10.01733)
H (-1.68736, -1.83335, -10.12964)
H (-3.24525, 0.35437, -11.57077)
H (-2.30167, -0.96474, -12.23256)
H (-1.47786, 0.39527, -11.47204)
H (-3.13406, 0.84250, -7.39003)
H (-4.20670, 0.09783, -8.51790)
H (-2.40098, 2.43153, -9.37025)
H (-3.97276, 2.65485, -8.61445)
H (-3.86957, 1.84387, -10.16257)
C (3.60170, -1.44597, 10.12486)
C (4.78393, -0.78620, 9.42930)
N (4.86972, -1.08341, 8.01060)
C (6.12565, -0.65644, 7.41248)
C (6.42930, 0.84644, 7.36794)
C (3.67794, -0.79290, 7.22893)
C (3.15833, 0.64948, 7.22117)
H (3.62526, -2.52974, 9.99859)
H (3.63989, -1.23077, 11.19423)
H (2.64621, -1.07126, 9.75492)
H (5.69335, -1.15621, 9.91241)
H (4.74568, 0.29608, 9.62357)
H (6.18704, -1.05815, 6.39572)
H (6.93682, -1.14881, 7.95901)
H (5.85892, 1.35419, 6.59100)
H (7.48605, 0.98813, 7.12790)
H (6.23661, 1.33966, 8.32075)
H (2.87189, -1.44117, 7.58239)
H (3.84503, -1.11503, 6.19593)
H (3.17927, 1.10832, 8.21060)
H (2.12070, 0.66300, 6.87984)
H (3.72311, 1.27951, 6.53542)

Atoms 1-2, force components in eV/Å:
-1.1 0.1 -0.9
0.1 -2.8 -1.7

---

# C87H138N11O35

A cluster of 18 separate species, C87H138N11O35 in total at a distorted geometry (wB97M-V/def2-TZVPD, the OMol25 dataset).

Calculated values
net charge = +1
multiplicity = 1
HOMO-LUMO gap = 3.81 eV

Cartesian coordinates (Å):
C (-9.52591, -35.24578, 21.35726)
N (-8.29880, -35.87979, 22.00222)
C (-7.78094, -36.78888, 20.95472)
C (-7.38155, -34.71349, 22.43211)
C (-8.59306, -36.54182, 23.35298)
C (-7.39647, -36.74873, 24.23685)
O (-7.14170, -35.77451, 25.28512)
H (-10.18170, -34.72294, 22.08672)
H (-10.16349, -36.01150, 20.91012)
H (-9.32009, -34.48898, 20.59638)
H (-8.60970, -37.50392, 20.81880)
H (-6.86301, -37.23286, 21.34134)
H (-7.66714, -36.25073, 20.02534)
H (-6.32608, -34.97357, 22.52374)
H (-7.88492, -34.23425, 23.25821)
H (-7.51692, -33.99083, 21.64804)
H (-8.97786, -37.56675, 23.19681)
H (-9.30371, -35.87453, 23.86160)
H (-6.47101, -37.06793, 23.69172)
H (-7.63393, -37.69312, 24.76113)
H (-6.47473, -35.18972, 24.95173)
C (-8.06826, -31.71748, 19.80771)
N (-7.15232, -31.17796, 18.80641)
C (-7.37682, -31.47603, 17.48460)
C (-6.76977, -30.71802, 16.52308)
C (-5.91244, -29.72943, 16.94246)
C (-5.59151, -29.53254, 18.26151)
C (-6.33354, -30.23781, 19.21071)
C (-5.24298, -28.94819, 15.84514)
C (-3.85695, -29.12792, 15.81690)
C (-3.12377, -28.45743, 14.81419)
N (-3.74066, -27.53496, 14.00005)
C (-4.99866, -27.28167, 14.17707)
C (-5.84261, -28.01104, 15.04536)
C (-2.97823, -26.82728, 12.98450)
H (-8.15454, -32.76204, 19.54666)
H (-8.88972, -31.02886, 19.77794)
H (-7.50960, -31.62294, 20.73341)
H (-8.13969, -32.22327, 17.27623)
H (-7.05406, -30.87739, 15.49981)
H (-4.92956, -28.73751, 18.52638)
H (-6.25935, -30.05697, 20.27116)
H (-3.33027, -29.76533, 16.53706)
H (-2.03892, -28.61215, 14.70047)
H (-5.50058, -26.44863, 13.70711)
H (-6.86014, -27.68536, 15.15080)
H (-3.60183, -26.42392, 12.20661)
H (-2.26081, -27.51387, 12.52778)
H (-2.42144, -26.08814, 13.55845)
C (-14.06693, -32.84701, 22.79832)
N (-13.56728, -32.20475, 21.52963)
C (-14.38035, -31.98004, 20.47099)
C (-14.00708, -31.19520, 19.43380)
C (-12.72048, -30.54260, 19.49934)
C (-11.88917, -30.86885, 20.54877)
C (-12.33069, -31.69818, 21.57092)
C (-12.28279, -29.81448, 18.28222)
C (-11.31109, -30.41680, 17.50042)
C (-11.02888, -29.81890, 16.27293)
N (-11.61971, -28.64326, 15.91862)
C (-12.46057, -27.96831, 16.75652)
C (-12.78722, -28.53742, 17.95170)
C (-11.27180, -28.00505, 14.62768)
H (-13.31605, -32.77064, 23.58410)
H (-14.18059, -33.89779, 22.53822)
H (-14.98613, -32.39610, 23.22322)
H (-15.39578, -32.38835, 20.46606)
H (-14.64857, -31.05567, 18.57428)
H (-10.88488, -30.48073, 20.69895)
H (-11.64930, -32.13953, 22.27044)
H (-10.89012, -31.39425, 17.83336)
H (-10.37258, -30.23702, 15.50996)
H (-12.73619, -26.96277, 16.45664)
H (-13.44135, -27.97082, 18.58758)
H (-11.24110, -26.93671, 14.77391)
H (-11.99813, -28.14154, 13.84573)
H (-10.27816, -28.33663, 14.29825)
C (-3.46435, -26.29354, 20.10580)
N (-2.17547, -26.98596, 19.90991)
C (-1.89285, -27.21589, 18.59673)
C (-0.80106, -27.97662, 18.28067)
C (-0.11749, -28.55650, 19.33860)
C (-0.43355, -28.32526, 20.64080)
C (-1.51605, -27.49022, 20.95257)
C (1.01115, -29.46771, 18.96105)
C (0.99112, -30.29355, 17.81093)
C (2.22365, -30.75693, 17.34784)
N (3.35532, -30.48111, 17.96803)
C (3.38856, -29.71559, 19.04505)
C (2.26019, -29.21360, 19.58245)
C (4.63344, -30.90359, 17.48169)
H (-3.59702, -25.54978, 19.32507)
H (-3.50557, -25.90397, 21.11422)
H (-4.26159, -27.03803, 20.03972)
H (-2.54585, -26.79649, 17.77299)
H (-0.63024, -28.25863, 17.25509)
H (0.09871, -28.75392, 21.46202)
H (-1.85985, -27.20218, 21.97112)
H (0.06070, -30.43140, 17.26307)
H (2.24216, -31.33778, 16.45905)
H (4.31489, -29.55216, 19.59616)
H (2.24696, -28.54206, 20.42882)
H (5.22479, -31.39172, 18.25864)
H (5.24335, -30.02696, 17.17487)
H (4.51574, -31.66467, 16.71165)
C (-9.26179, -25.79259, 10.63586)
C (-9.14032, -25.10891, 11.98567)
C (-8.23123, -25.83241, 12.81539)
C (-7.71959, -25.05259, 14.03318)
C (-6.85516, -23.88666, 13.59405)
C (-7.75016, -22.91876, 12.74546)
N (-8.44251, -23.82734, 11.79760)
O (-8.73140, -23.17507, 10.67279)
C (-6.77299, -22.07293, 11.94867)
C (-8.69676, -22.16980, 13.65124)
C (-10.46845, -24.86435, 12.63426)
H (-9.48754, -26.86623, 10.78452)
H (-8.38667, -25.74210, 9.98264)
H (-10.07448, -25.36686, 10.01438)
H (-7.25270, -26.13295, 12.33975)
H (-8.81628, -26.69876, 13.23858)
H (-7.07658, -25.69948, 14.62480)
H (-8.57008, -24.72415, 14.64310)
H (-6.02006, -24.30112, 13.07508)
H (-6.37214, -23.32872, 14.42284)
H (-6.04177, -21.71262, 12.71123)
H (-7.17992, -21.13162, 11.53468)
H (-6.16209, -22.62333, 11.24226)
H (-8.11036, -21.33015, 14.06668)
H (-8.97188, -22.86843, 14.43625)
H (-9.52202, -21.64532, 13.18105)
H (-10.86614, -25.87137, 12.74849)
H (-11.11118, -24.28257, 11.96178)
H (-10.51793, -24.43452, 13.64688)
C (-3.64763, -32.53834, 10.66629)
C (-4.27306, -31.26456, 11.28944)
C (-3.38184, -30.08936, 11.24099)
C (-3.12315, -29.44625, 9.87004)
C (-4.51643, -28.98368, 9.46231)
C (-5.60926, -30.01736, 9.35610)
N (-5.56947, -31.07358, 10.51649)
O (-6.35596, -31.77693, 10.57809)
C (-5.52797, -30.85880, 8.03788)
C (-7.02261, -29.39901, 9.43185)
C (-4.63692, -31.57080, 12.76624)
H (-4.40453, -33.35005, 10.63202)
H (-2.80950, -32.84020, 11.28978)
H (-3.28647, -32.35455, 9.66271)
H (-2.52436, -30.38046, 11.86405)
H (-3.87502, -29.32328, 11.85871)
H (-2.59591, -30.23182, 9.31798)
H (-2.46725, -28.58861, 10.03561)
H (-4.52583, -28.39519, 8.54905)
H (-4.82444, -28.22095, 10.21598)
H (-5.92538, -31.85816, 8.20263)
H (-4.48826, -30.92362, 7.68596)
H (-6.01074, -30.20956, 7.35528)
H (-7.78287, -30.17152, 9.25752)
H (-7.03275, -28.76051, 8.54987)
H (-7.04483, -28.82691, 10.36218)
H (-3.78514, -32.06517, 13.19066)
H (-5.49320, -32.24791, 12.81390)
H (-4.87183, -30.64659, 13.30508)
C (4.55760, -30.36268, 13.24967)
C (4.04441, -28.90068, 12.98323)
C (2.89702, -28.88500, 11.96164)
C (2.08998, -27.58570, 12.00990)
C (1.53039, -27.22493, 13.39550)
C (2.57825, -27.25237, 14.48024)
N (3.49163, -28.49511, 14.38175)
O (3.87231, -28.97585, 15.28073)
C (2.00085, -27.34631, 15.90702)
C (3.50885, -26.00951, 14.40751)
C (5.16733, -27.96499, 12.66095)
H (4.97968, -30.59057, 12.27578)
H (3.77104, -31.08112, 13.42501)
H (5.33530, -30.28295, 13.98712)
H (2.30992, -29.78064, 12.06049)
H (3.39493, -28.99670, 10.96791)
H (1.25266, -27.61744, 11.30452)
H (2.74229, -26.79732, 11.56343)
H (0.69324, -27.87296, 13.49604)
H (1.17850, -26.22271, 13.35026)
H (1.46909, -28.27674, 16.09270)
H (1.23788, -26.53936, 15.89036)
H (2.81979, -27.13110, 16.57073)
H (3.65459, -25.65135, 13.35896)
H (4.44795, -26.13838, 14.95001)
H (2.87813, -25.30892, 14.98727)
H (5.81481, -28.44315, 11.89990)
H (5.78641, -27.74248, 13.52705)
H (4.76237, -27.00975, 12.31670)
C (-2.17849, -22.58877, 13.44432)
C (-0.65750, -22.42600, 13.14195)
C (-0.44633, -21.34389, 12.11718)
C (1.02394, -21.00076, 11.92526)
C (1.50582, -20.32985, 13.19760)
C (1.28237, -21.14518, 14.48670)
N (-0.05515, -21.92920, 14.37163)
O (-0.73193, -21.97230, 15.35164)
C (1.16347, -20.10138, 15.64221)
C (2.41723, -22.11375, 14.73656)
C (-0.05213, -23.80670, 12.89963)
H (-2.28738, -23.33557, 14.22017)
H (-2.72411, -22.92261, 12.55840)
H (-2.70298, -21.69204, 13.75620)
H (-0.93778, -20.40518, 12.50122)
H (-0.81003, -21.68982, 11.14136)
H (1.18954, -20.37392, 11.07901)
H (1.61107, -21.91356, 11.81883)
H (0.92712, -19.37954, 13.16121)
H (2.55031, -20.00372, 13.10983)
H (0.99333, -20.59885, 16.60203)
H (0.40061, -19.39051, 15.38415)
H (2.12875, -19.62237, 15.76525)
H (2.80936, -22.48002, 13.77298)
H (1.97497, -22.96169, 15.27972)
H (3.23546, -21.61846, 15.22884)
H (-0.44526, -24.55649, 13.59763)
H (1.01516, -23.68989, 12.94004)
H (-0.41081, -24.03642, 11.92748)
O (-0.89612, -24.06758, 17.00857)
C (-0.31971, -24.74676, 16.02205)
O (-0.96948, -25.70740, 15.51255)
O (0.76671, -24.44181, 15.65150)
H (-1.91022, -24.36606, 17.15820)
O (-8.80628, -30.54875, 22.57075)
C (-9.18748, -31.84135, 23.02541)
O (-9.10437, -32.17043, 24.20211)
O (-9.69731, -32.43823, 22.07666)
H (-8.37170, -30.14613, 23.33437)
O (-0.12901, -31.15182, 14.14370)
C (0.48318, -29.90657, 14.36662)
O (-0.29461, -29.02730, 14.74426)
O (1.74890, -29.92836, 14.13493)
H (0.69347, -31.61433, 13.90388)
O (-7.56862, -27.15428, 18.04320)
C (-8.34998, -27.67854, 17.00623)
O (-8.60279, -26.99571, 15.99152)
O (-8.91022, -28.76331, 17.31053)
H (-7.11188, -26.38581, 17.70153)
O (-3.45463, -28.44581, 22.65541)
C (-3.82683, -29.20431, 21.60711)
O (-5.06820, -29.22463, 21.30938)
O (-2.93709, -29.81816, 21.01400)
H (-4.30113, -28.23585, 23.09046)
O (-5.09248, -25.48575, 9.38532)
C (-5.74284, -25.58504, 10.69329)
O (-6.51251, -24.60457, 11.02301)
O (-5.42570, -26.63271, 11.29117)
H (-5.36670, -24.56034, 9.20748)
O (-6.55804, -29.22162, 12.59189)
C (-7.68284, -30.23240, 12.97784)
O (-8.44562, -29.46653, 13.64819)
O (-7.52142, -31.38010, 12.55195)
H (-6.62105, -28.38806, 12.91137)
O (-3.55002, -24.99171, 15.03560)
C (-4.16113, -25.35634, 16.26561)
O (-5.39064, -25.63134, 16.28530)
O (-3.31644, -25.34657, 17.29815)
H (-2.59462, -24.88787, 15.30193)
O (-10.68984, -35.15844, 18.66099)
C (-10.65665, -33.71146, 18.52378)
O (-11.66732, -33.15746, 19.06734)
O (-9.79898, -33.14542, 17.80303)
H (-9.95659, -35.40916, 18.06886)
O (-4.88735, -33.18438, 20.12398)
C (-5.44830, -34.44285, 20.10542)
O (-5.06545, -35.18774, 20.99790)
O (-6.20713, -34.66727, 19.14780)
H (-4.33880, -33.10830, 20.95185)

Atoms 1-2, force components in eV/Å:
-1.6 0.0 1.1
-0.4 1.9 0.8